# 1
{"formula": "C13H10ClF4O6", "method": "ωB97M-V/def2-TZVPD", "total_charge": -1, "max_force_ev_per_a": 3.68, "e_above_lowest_kj_mol": 0.0, "e_homo_ev": -4.162, "species": ["F", "C", "C", "F", "C", "O", "C", "F", "C", "F", "C", "O", "C", "C", "O", "C", "C", "Cl", "C", "O", "O", "C", "C", "O", "H", "H", "H", "H", "H", "H", "H", "H", "H", "H"], "xyz": [[-1.9613, -2.2738, 3.6991], [-2.6648, -1.2843, 3.1324], [-2.0591, -0.0479, 2.9265], [-1.0987, 0.3345, 3.8420], [-3.0224, 1.1402, 2.6910], [-2.6296, 2.2895, 2.7889], [-4.4311, 0.7994, 2.4754], [-5.2469, 1.8130, 2.1457], [-4.9051, -0.4645, 2.5536], [-6.1876, -0.7185, 2.2914], [-4.0637, -1.5816, 2.9051], [-4.5244, -2.7259, 2.9696], [2.6464, 2.3344, -3.2634], [1.8028, 2.6010, -2.0403], [1.4599, 1.3250, -1.4560], [0.6337, 1.4299, -0.3989], [0.3462, 0.1746, 0.3016], [-1.1287, 0.2632, 0.9918], [0.9527, -1.1235, 0.0491], [0.7661, -2.1181, 0.7184], [1.8014, -1.1155, -1.0117], [2.5391, -2.3373, -1.2207], [3.3207, -2.1987, -2.5067], [0.1838, 2.5127, -0.0505], [2.9785, 3.2708, -3.7161], [3.5359, 1.7534, -3.0070], [2.0717, 1.7911, -4.0183], [2.3632, 3.1977, -1.3063], [0.8885, 3.1446, -2.3134], [3.2210, -2.4931, -0.3740], [1.8444, -3.1833, -1.2836], [3.9444, -3.0788, -2.6780], [2.6458, -2.1048, -3.3614], [3.9776, -1.3256, -2.4754]], "forces_ev_per_a": [[0.2, -0.1, -0.1], [0.5, 1.1, 0.1], [-1.8, 0.1, 3.1], [-0.2, -0.5, -1.4], [1.4, 0.8, 0.7], [-0.7, -1.4, -0.2], [-1.2, -0.7, -0.4], [0.3, -0.3, 0.1], [-0.7, 2.3, -0.5], [0.3, 0.0, 0.1], [1.2, -2.2, -0.3], [0.1, 1.1, 0.2], [0.1, -0.2, -0.2], [-0.1, -0.1, 0.1], [0.5, 0.9, -0.7], [-0.1, -0.3, 1.2], [2.7, 0.4, -2.4], [-1.9, -0.7, 0.2], [-0.5, 1.0, 0.4], [-0.2, -0.5, 0.1], [0.6, -0.8, -0.3], [-0.2, 0.2, 0.2], [0.0, 0.2, -0.2], [0.0, -0.1, -0.3], [0.0, 0.1, 0.1], [-0.1, 0.0, 0.0], [0.1, -0.1, 0.1], [-0.3, -0.1, -0.1], [0.2, -0.1, 0.2], [-0.2, -0.1, -0.1], [0.1, 0.1, 0.2], [0.0, 0.0, 0.1], [0.1, 0.1, 0.1], [-0.1, 0.0, 0.0]]}

# 2
{"formula": "C40H50N10", "method": "ωB97M-V/def2-TZVPD", "max_force_ev_per_a": 12.08, "e_above_lowest_kj_mol": 1970.2, "e_homo_ev": -7.140, "smiles": "c1cc[nH]c1.c1cc[nH]c1.c1cc[nH]c1.c1cc[nH]c1.c1cc[nH]c1.c1cc[nH]c1.c1cc[nH]c1.c1cc[nH]c1.c1cc[nH]c1.c1cc[nH]c1", "species": ["C", "C", "C", "N", "C", "H", "H", "H", "H", "H", "C", "C", "C", "N", "C", "H", "H", "H", "H", "H", "C", "C", "C", "N", "C", "H", "H", "H", "H", "H", "C", "C", "C", "N", "C", "H", "H", "H", "H", "H", "C", "C", "C", "N", "C", "H", "H", "H", "H", "H", "C", "C", "C", "N", "C", "H", "H", "H", "H", "H", "C", "C", "C", "N", "C", "H", "H", "H", "H", "H", "C", "C", "C", "N", "C", "H", "H", "H", "H", "H", "C", "C", "C", "N", "C", "H", "H", "H", "H", "H", "C", "C", "C", "N", "C", "H", "H", "H", "H", "H"], "xyz": [[2.5283, 4.5360, -1.4352], [1.6043, 3.6850, -0.6522], [2.0343, 2.2710, -0.6692], [3.0973, 2.2300, -1.4812], [3.6303, 3.4430, -1.9132], [2.5883, 5.6040, -1.6602], [0.8023, 4.0690, -0.1052], [1.3863, 1.5580, 0.0078], [3.5463, 1.4570, -2.0262], [4.7183, 3.2210, -2.2442], [4.9493, -0.8110, -1.0312], [3.6973, -1.2850, -1.6642], [3.6553, -0.4320, -2.9972], [4.8023, 0.2600, -3.0522], [5.5873, 0.2220, -1.9382], [5.3603, -1.0380, -0.1682], [2.9993, -1.9830, -1.4132], [3.0193, -0.5370, -3.7932], [5.0193, 0.9190, -3.9452], [6.3563, 0.7430, -1.8952], [-3.4527, -2.9010, 3.3198], [-4.3207, -2.9920, 2.1098], [-3.5847, -2.1850, 0.9868], [-2.3227, -1.8140, 1.6918], [-2.3047, -2.1850, 2.9988], [-3.6467, -3.2050, 4.2668], [-5.3217, -3.3750, 1.8838], [-3.9837, -2.1620, -0.1212], [-1.4557, -1.4530, 1.1228], [-1.4187, -1.7890, 3.6888], [-0.5117, -6.5230, 0.2668], [-0.9857, -7.0400, 1.6898], [-1.7587, -5.9200, 2.2438], [-1.8307, -4.8880, 1.2568], [-1.1567, -5.2690, 0.0818], [0.1153, -6.9330, -0.4592], [-0.6787, -7.8800, 2.1058], [-2.1497, -5.8480, 3.3538], [-2.2327, -3.8950, 1.5208], [-1.0887, -4.5460, -0.7862], [-4.7897, 2.6780, 1.9078], [-4.5647, 2.5730, 3.3588], [-4.0027, 1.2010, 3.6988], [-3.8627, 0.5240, 2.3998], [-4.3157, 1.3190, 1.3068], [-5.1647, 3.5020, 1.2818], [-4.6157, 3.4230, 3.9718], [-3.6437, 0.7680, 4.5498], [-3.3227, -0.3980, 2.3608], [-4.0917, 0.9320, 0.2448], [0.5473, 2.6930, -5.9092], [-0.0727, 1.4200, -5.3452], [0.3823, 1.3680, -3.8492], [1.2383, 2.4300, -3.6192], [1.3523, 3.2750, -4.7232], [0.5753, 3.0830, -6.8002], [-0.5627, 0.4800, -5.7132], [-0.0897, 0.6350, -3.0892], [1.8183, 2.8220, -2.6622], [2.0033, 4.1740, -4.4792], [0.0473, -1.1350, -0.5792], [-0.9857, 0.0920, -0.5522], [-0.8137, 0.6810, 0.8248], [0.3283, 0.0210, 1.3718], [0.8543, -0.9400, 0.6258], [0.1313, -1.9430, -1.3772], [-1.7967, 0.2960, -1.1242], [-1.3237, 1.4880, 1.2858], [0.6973, 0.2450, 2.2518], [1.6843, -1.3830, 0.9058], [0.3513, -3.7360, -4.1922], [0.6523, -2.5340, -5.0352], [1.0123, -3.2080, -6.3492], [0.7793, -4.5070, -6.3602], [0.2633, -4.8330, -5.1082], [0.0933, -3.6560, -3.1862], [0.9123, -1.5160, -4.8022], [1.0683, -2.7040, -7.3532], [0.8533, -5.0880, -7.1682], [-0.1697, -6.0360, -4.8522], [2.5683, -0.2520, 3.8028], [2.0553, 1.1540, 3.9058], [0.7203, 0.9890, 4.5458], [0.3873, -0.3860, 4.6178], [1.4373, -1.1750, 4.2278], [3.5303, -0.5630, 3.5208], [2.4383, 2.0990, 3.5098], [-0.1007, 1.7590, 4.7978], [-0.5597, -0.7240, 5.1378], [1.3553, -2.3770, 4.3438], [-1.1827, 4.3220, 2.9118], [-2.0297, 5.4240, 2.1678], [-1.4687, 6.7070, 2.7018], [-0.4897, 6.3770, 3.6408], [-0.2477, 4.9760, 3.8798], [-1.2517, 3.3830, 2.6818], [-2.8407, 5.1780, 1.4138], [-1.6617, 7.7380, 2.4518], [0.0893, 7.0300, 4.0578], [0.5043, 4.5050, 4.4198]], "forces_ev_per_a": [[2.7, -5.4, 0.0], [3.9, -0.9, -2.0], [-3.3, 3.3, 1.6], [2.5, -0.3, -0.5], [-2.9, 1.4, 1.7], [-0.2, -0.6, 0.3], [-1.2, 0.3, 0.7], [2.1, 0.7, -2.3], [-1.0, 0.1, 1.7], [-2.1, 1.5, 0.0], [-2.6, 3.1, -7.4], [4.8, 6.3, -4.0], [1.4, -3.8, 5.8], [0.6, 2.8, -2.8], [-9.0, -7.9, 1.3], [1.7, -1.3, 4.1], [-1.6, -1.6, 0.8], [-1.4, 0.0, -1.7], [-0.7, -2.2, 3.0], [7.0, 4.4, 0.7], [-0.6, 1.3, -4.6], [3.6, 3.5, -2.3], [-0.8, -3.2, 4.7], [-0.4, 0.2, -4.2], [1.0, 0.4, 1.1], [-0.8, -1.1, 2.5], [0.6, 0.0, 0.7], [1.8, 0.4, 2.5], [-2.2, -0.8, 1.4], [-2.2, -1.3, -1.9], [-3.8, 1.9, 4.0], [-1.6, 8.4, -4.3], [1.7, -1.8, -1.0], [-0.3, 0.1, 1.6], [0.9, -0.5, 1.1], [0.7, -1.0, -0.8], [1.1, -3.6, 2.0], [0.6, 0.2, -2.8], [1.1, -3.2, -1.2], [-0.2, -1.1, 1.3], [2.1, -4.9, 0.1], [1.5, -4.3, -2.5], [-2.2, 4.1, -7.2], [-0.4, 1.9, 1.6], [0.3, 1.7, 2.8], [0.2, -0.5, 0.7], [-0.3, 0.6, 1.1], [0.7, -1.0, 2.0], [-1.5, 2.1, -0.3], [-0.8, 0.9, 2.0], [1.3, -3.5, 10.1], [3.0, 2.0, 3.8], [-1.4, -0.1, -3.5], [0.4, 1.7, 0.9], [-1.5, -2.0, -1.4], [-0.1, 1.9, -4.8], [0.3, 1.6, -0.2], [1.5, 1.6, -1.2], [-2.9, -1.8, -3.7], [-1.1, -1.2, -1.1], [-0.9, 3.1, 1.4], [5.0, -2.6, 6.6], [2.3, -3.4, -4.6], [-2.8, 2.0, -1.0], [-5.8, 0.6, -5.0], [0.1, 1.5, 1.3], [-2.1, 0.5, -2.0], [-0.2, 0.4, 0.5], [0.6, 0.6, 1.3], [3.8, -2.3, 1.4], [0.0, 1.0, -5.1], [1.7, -5.5, -2.8], [-0.9, 5.3, 0.8], [-1.5, -0.3, 2.8], [-0.6, -3.4, 2.6], [-0.5, -0.5, 1.4], [-0.3, 0.1, 0.1], [0.5, -0.4, 1.3], [-0.2, -0.3, -0.1], [1.7, 4.1, -0.9], [-5.2, 0.3, 1.4], [-3.1, -3.6, 1.9], [0.8, 0.4, -1.7], [-1.4, 1.0, 1.7], [2.6, 0.0, -0.4], [0.9, -0.4, -0.5], [0.1, -0.6, 0.5], [1.6, -1.4, -0.5], [3.4, 1.1, -1.8], [0.4, 3.4, -0.4], [0.6, 9.7, 1.9], [3.5, 0.2, 3.0], [-0.5, -5.0, -0.5], [-0.8, -2.9, -0.6], [-5.8, 1.1, -6.1], [-0.4, -5.4, -0.9], [1.3, 0.7, 1.2], [-0.1, -0.1, 0.1], [1.0, 1.6, 0.8], [1.2, 0.0, 1.1]]}

# 3
{"formula": "C2H3N", "method": "ωB97M-V/def2-TZVPD", "max_force_ev_per_a": 7.97, "e_above_lowest_kj_mol": 106.0, "e_homo_ev": -11.023, "smiles": "CC#N", "species": ["C", "C", "N", "H", "H", "H"], "xyz": [[-1.0323, 0.4549, -0.3903], [0.2189, -0.0388, 0.0837], [1.2686, -0.5144, 0.4452], [-1.5599, 0.4450, 0.5396], [-1.1652, 1.3259, -1.0973], [-1.2742, -0.6664, -0.7194]], "forces_ev_per_a": [[-0.8, -3.2, -0.6], [7.7, -1.3, 1.7], [-5.4, 2.3, -1.7], [-1.2, 1.0, 0.4], [0.4, -1.4, 0.9], [-0.8, 2.6, -0.7]]}

# 4
{"formula": "HNO2S", "method": "ωB97M-V/def2-TZVPD", "max_force_ev_per_a": 3.19, "e_above_lowest_kj_mol": 122.3, "e_homo_ev": -10.962, "species": ["N", "O", "O", "S", "H"], "xyz": [[0.5405, 0.2689, 1.4130], [0.9883, -0.0631, 3.8271], [0.1956, -0.7276, 0.3142], [0.6501, -0.7343, 2.5835], [-0.6739, -0.4878, 0.1202]], "forces_ev_per_a": [[-0.6, -1.6, -1.3], [-0.1, -0.5, -0.5], [2.8, 0.5, 1.5], [0.3, 0.8, 0.9], [-2.4, 0.8, -0.6]]}

# 5
{"formula": "C18H22F3N3O3S", "method": "ωB97M-V/def2-TZVPD", "max_force_ev_per_a": 3.08, "e_above_lowest_kj_mol": 0.0, "e_homo_ev": -9.076, "smiles": "CC(C)S(=O)(=O)N[C@H]1Cc2ccc(Cn3ncc(CO)c3C(F)(F)F)cc2C1", "species": ["C", "C", "C", "S", "O", "O", "N", "C", "C", "C", "C", "C", "C", "C", "N", "N", "C", "C", "C", "O", "C", "C", "F", "F", "F", "C", "C", "C", "H", "H", "H", "H", "H", "H", "H", "H", "H", "H", "H", "H", "H", "H", "H", "H", "H", "H", "H", "H", "H", "H"], "xyz": [[6.1301, 1.6956, 1.8343], [5.2301, 1.4989, 0.5991], [5.4943, 2.6662, -0.3638], [3.5334, 1.3760, 1.1134], [3.1869, 2.5279, 1.9461], [3.2271, 0.0810, 1.7439], [2.6642, 1.3446, -0.3600], [1.6376, 2.3653, -0.5437], [1.0291, 2.2220, -1.9343], [-0.3119, 1.5551, -1.7418], [-1.1203, 0.9402, -2.7297], [-2.3154, 0.3250, -2.3640], [-2.7139, 0.3871, -0.9924], [-4.0074, -0.2662, -0.5318], [-3.8461, -1.3725, 0.4758], [-3.9762, -1.1683, 1.8185], [-3.7829, -2.3252, 2.3840], [-3.4622, -3.3180, 1.3611], [-3.1696, -4.7541, 1.6687], [-4.3031, -5.5578, 1.3217], [-3.5672, -2.6734, 0.1398], [-3.4415, -3.3069, -1.2386], [-4.6885, -3.4046, -1.7191], [-2.9447, -4.5480, -1.1753], [-2.6854, -2.6215, -2.1765], [-1.8704, 0.9869, -0.0271], [-0.6364, 1.5380, -0.3836], [0.4466, 2.1976, 0.4476], [5.9424, 2.6978, 2.2194], [7.1883, 1.5375, 1.6136], [5.9020, 0.9732, 2.6549], [5.4883, 0.5845, 0.0613], [4.7785, 2.6072, -1.1984], [6.4936, 2.5563, -0.8028], [5.3836, 3.6059, 0.1500], [2.1853, 0.4738, -0.3693], [2.0959, 3.3398, -0.3679], [1.6603, 1.6307, -2.5937], [0.9573, 3.2326, -2.2813], [-0.8101, 0.9463, -3.7658], [-2.9193, -0.1357, -3.1229], [-4.5437, -0.6517, -1.4314], [-4.6520, 0.4621, -0.0690], [-3.8415, -2.5280, 3.4501], [-2.3012, -5.1077, 1.0753], [-2.9353, -4.8079, 2.7608], [-4.5241, -5.5294, 0.3820], [-2.2167, 1.0118, 1.0022], [0.7672, 1.5416, 1.2563], [0.1648, 3.1682, 0.8042]], "forces_ev_per_a": [[-0.7, -0.9, 0.9], [1.4, 0.4, -0.2], [-0.8, -0.8, -0.7], [-2.3, -1.1, 1.8], [0.6, -0.5, -1.6], [1.1, 1.3, -1.2], [1.0, 0.9, 0.8], [-0.2, 0.3, 0.8], [0.0, -0.3, 0.0], [-0.1, -0.5, -0.3], [0.3, 0.4, 1.0], [0.4, 0.9, 1.7], [0.9, -0.2, -0.2], [0.0, -0.6, -0.1], [-0.3, 0.8, -1.4], [-0.2, 0.8, -1.4], [0.8, -2.0, -1.9], [-0.2, 0.2, 1.1], [0.1, 0.2, -0.9], [-0.1, -0.5, 0.9], [1.0, 0.1, 1.8], [0.1, 1.2, 0.0], [-0.2, -0.1, -0.7], [0.1, 0.3, 0.0], [-0.9, -0.7, 1.3], [-0.4, -0.2, -0.4], [-0.7, 0.0, -0.8], [0.1, -0.9, -0.7], [0.3, 0.0, 0.1], [-0.2, 0.3, -0.3], [0.0, 0.5, -0.6], [-0.4, -0.2, 0.2], [0.2, 0.2, 0.2], [-0.2, 0.1, 0.3], [0.1, 0.4, 0.1], [-0.1, -1.2, 0.1], [0.1, -0.1, -0.2], [0.2, 0.2, -0.2], [-0.3, 0.5, -0.9], [0.1, 0.0, 0.0], [-0.3, -0.2, 0.0], [0.3, 0.0, 0.8], [-0.2, 0.2, 0.3], [0.0, 0.4, -0.3], [-0.2, 0.2, 0.6], [-0.5, -0.5, -0.9], [0.5, 0.3, 0.2], [0.1, -0.1, 0.0], [-0.2, 0.3, 0.3], [-0.3, 0.4, 0.5]]}